1.
The following is a DFT calculation (wB97M-V/def2-TZVPD) of C56H79ClCuO3P4Si as an isolated structure.

```
145
C56H79ClCuO3P4Si wB97M-V/def2-TZVPD
Cu 0.8523 0.5828 0.3299
C 3.9513 -1.5080 0.1616
Si 2.0777 -1.3036 -0.3012
C 1.3124 -2.5240 0.9925
C 1.5757 -3.8808 0.8369
C 1.1206 -4.8255 1.7393
C 0.3897 -4.4204 2.8428
C 0.1464 -3.0718 3.0326
C 0.5995 -2.1187 2.1262
P 0.2678 -0.3491 2.4393
C -1.3277 -0.2061 3.4408
C -1.7287 1.2698 3.3225
C -2.8905 1.5940 4.2563
C -4.0867 0.7039 3.9384
C -3.6928 -0.7654 4.0581
C -2.5182 -1.1129 3.1377
C 1.4831 0.2323 3.8149
C 2.8309 -0.4760 3.7051
C 2.9057 -1.7956 4.4659
C 2.5156 -1.6233 5.9289
C 1.1387 -0.9794 6.0399
C 1.1232 0.3550 5.3014
C 2.1322 -1.9001 -2.1526
C 3.2999 -2.4908 -2.6351
C 3.5153 -2.7181 -3.9829
C 2.5490 -2.3569 -4.9040
C 1.3547 -1.8282 -4.4491
C 1.1332 -1.6070 -3.0936
P -0.4676 -0.9277 -2.4912
C -0.9038 0.2964 -3.8986
C -1.3720 1.6010 -3.2271
C -2.2798 2.4187 -4.1371
C -3.5925 1.6710 -4.3934
C -3.3455 0.1619 -4.5351
C -1.9110 -0.1016 -4.9823
C -1.6695 -2.4030 -2.6051
C -1.9423 -3.2971 -3.8237
C -0.8545 -4.3195 -4.1230
C -0.6460 -5.2108 -2.9090
C -0.3189 -4.3557 -1.6913
C -1.4098 -3.3291 -1.4096
H 4.2295 -2.5574 0.1631
H 4.1772 -1.1269 1.1489
H 4.5891 -0.9792 -0.5383
H 2.1599 -4.2047 -0.0144
H 1.3359 -5.8741 1.5827
H 0.0197 -5.1394 3.5601
H -0.3759 -2.7566 3.9225
H -1.0397 -0.4014 4.4788
H -2.0194 1.4866 2.2918
H -0.8689 1.9062 3.5621
H -3.1691 2.6448 4.1568
H -2.5829 1.4280 5.2925
H -4.4296 0.9077 2.9212
H -4.9131 0.9274 4.6187
H -4.5459 -1.3960 3.7974
H -3.4290 -0.9822 5.0979
H -2.8212 -1.0077 2.0994
H -2.2529 -2.1606 3.2891
H 1.6376 1.2657 3.4605
H 3.5939 0.1903 4.1181
H 3.0513 -0.6394 2.6491
H 3.9280 -2.1721 4.3991
H 2.2541 -2.5341 4.0053
H 3.2530 -0.9915 6.4298
H 2.5158 -2.5944 6.4289
H 0.8940 -0.8192 7.0944
H 0.3903 -1.6547 5.6212
H 1.8942 0.9935 5.7487
H 0.1740 0.8690 5.4574
H 4.0758 -2.7764 -1.9470
H 4.4457 -3.1617 -4.3097
H 2.7083 -2.5050 -5.9624
H 0.5868 -1.5706 -5.1641
H 0.0567 0.4864 -4.3918
H -0.5086 2.1964 -2.9291
H -1.9240 1.3871 -2.3157
H -1.7731 2.6254 -5.0821
H -2.4905 3.3832 -3.6726
H -4.0580 2.0601 -5.3013
H -4.2864 1.8536 -3.5700
H -4.0502 -0.2715 -5.2492
H -3.5177 -0.3331 -3.5785
H -1.7128 0.4897 -5.8811
H -1.7768 -1.1410 -5.2681
H -2.6120 -1.8757 -2.3913
H -2.1587 -2.7307 -4.7233
H -2.8603 -3.8495 -3.5896
H 0.0800 -3.8205 -4.3783
H -1.1606 -4.9259 -4.9809
H 0.1655 -5.9166 -3.0967
H -1.5569 -5.7856 -2.7221
H 0.6254 -3.8411 -1.8621
H -0.2019 -4.9952 -0.8149
H -1.1457 -2.7382 -0.5308
H -2.3362 -3.8667 -1.1786
C 5.5002 1.6092 2.2229
P 4.1391 1.7012 0.9703
C 3.3651 3.2644 1.6068
C 5.0881 2.4336 -0.4104
C 6.4663 2.5582 -0.5012
C 7.0326 3.2112 -1.5837
C 6.2273 3.7633 -2.5654
C 4.8566 3.5986 -2.5027
C 4.2872 2.8979 -1.4512
P 2.5131 2.4433 -1.3369
C 1.7775 4.1309 -1.5611
C 2.3193 1.7974 -3.0650
H 6.0669 2.5374 2.2573
H 6.1558 0.7776 1.9747
H 5.0687 1.4229 3.2031
H 3.9509 4.1463 1.3444
H 3.2885 3.1825 2.6899
H 2.3629 3.3496 1.1886
H 7.1072 2.1362 0.2582
H 8.1081 3.2898 -1.6561
H 6.6635 4.3004 -3.3943
H 4.2396 4.0096 -3.2873
H 2.0642 4.5777 -2.5124
H 2.0844 4.7852 -0.7469
H 0.6950 4.0316 -1.5201
H 1.5047 2.3125 -3.5680
H 3.2406 1.9335 -3.6279
H 2.0972 0.7327 -3.0142
C -4.1614 4.4634 0.4155
C -5.2082 3.4042 0.5539
C -6.4826 3.6981 0.9997
C -7.4431 2.7017 1.0996
Cl -9.0193 3.0940 1.6952
C -7.1488 1.4063 0.7236
C -5.8781 1.0998 0.2670
C -4.8941 2.0799 0.1990
O -3.6134 1.8533 -0.1996
C -3.1580 0.5225 -0.2152
C -1.6518 0.4027 0.0935
O -1.2903 -0.7048 0.5273
O -0.8984 1.3824 -0.1120
H -4.5266 5.4169 0.7893
H -3.8943 4.5686 -0.6360
H -3.2600 4.1723 0.9543
H -6.7247 4.7127 1.2742
H -7.8971 0.6317 0.7693
H -5.6832 0.0880 -0.0564
H -3.3279 0.0654 -1.1999
H -3.6901 -0.0792 0.5283
```

Properties
Kohn-Sham gap (spin up / spin down): 7.56 / 6.72 eV
Charge: 0
E_LUMO (spin up / spin down): 0.6 / -1.1 eV
DFT total energy: -6162.6217 Eh
Molar mass: 1051.23 g/mol
Multiplicity: 2

2.
The following is a DFT calculation (wB97M-V/def2-TZVPD) of C56H80As3FN6O10S3TeTl as an isolated structure.

```
161
C56H80As3FN6O10S3TeTl wB97M-V/def2-TZVPD
Tl -0.2012 0.0723 -1.0062
C 3.0247 -1.0687 -5.3934
As 1.9150 -0.2995 -3.9528
C 0.4159 -1.4934 -4.2627
C 1.0820 1.2642 -4.8335
C 1.9072 2.5695 -5.0089
C 1.8756 2.9622 -6.4929
C 1.2564 3.6798 -4.1735
As 1.1923 3.3423 -2.2040
C 0.1270 4.9499 -1.8560
C 2.9019 4.2112 -1.6836
C 3.3810 2.3552 -4.5914
As 4.6364 3.8367 -4.9697
C 5.3930 3.0919 -6.6307
C 6.0757 3.1424 -3.8208
H 3.1218 -2.1310 -5.1717
H 4.0218 -0.6372 -5.4555
H 2.5135 -0.9436 -6.3480
H 0.2685 -1.6035 -5.3381
H -0.4909 -1.1009 -3.8027
H 0.6172 -2.4638 -3.8156
H 0.2003 1.4513 -4.2131
H 0.7257 0.8935 -5.7973
H 0.8472 3.0763 -6.8406
H 2.3611 2.1937 -7.1041
H 2.3937 3.9106 -6.6507
H 0.2096 3.7838 -4.4750
H 1.7581 4.6366 -4.3414
H 0.6616 5.8369 -2.1989
H -0.0844 5.0268 -0.7897
H -0.8289 4.8588 -2.3714
H 3.1797 5.0085 -2.3734
H 3.7034 3.4772 -1.6121
H 2.7499 4.6256 -0.6864
H 3.7817 1.4802 -5.1096
H 3.4138 2.1587 -3.5150
H 4.6869 3.1942 -7.4542
H 5.6389 2.0355 -6.5025
H 6.3020 3.6336 -6.8926
H 5.8877 3.4117 -2.7829
H 7.0334 3.5676 -4.1191
H 6.1295 2.0539 -3.9061
F -4.7810 0.0144 3.1050
C -3.7290 0.8628 3.1907
C -2.4820 0.4369 2.8425
C -1.4097 1.3179 2.9024
C -0.1175 0.8793 2.3556
O 0.0898 -0.2797 2.0101
C 0.8648 1.9260 2.1898
C 0.6312 3.1584 2.6634
N -0.5472 3.5389 3.2695
C -0.6745 4.8411 3.8559
C -1.5184 5.8962 3.1953
C -0.0231 6.0236 3.2155
C -1.6004 2.6425 3.3179
C -2.8867 3.0450 3.6910
C -3.9531 2.1675 3.6111
N -5.2561 2.6650 3.9176
C -5.5549 3.0422 5.2903
C -6.4982 4.2861 5.2199
N -6.8919 4.4007 3.7842
C -7.5557 3.1326 3.3535
C -6.4197 2.0725 3.2711
C 2.1213 1.5587 1.4144
O 2.9882 0.8790 2.0251
O 2.1191 1.8537 0.2037
H -2.3248 -0.5428 2.4120
H 1.3709 3.9406 2.5701
H -0.6809 4.8202 4.9421
H -2.1012 6.5505 3.8313
H -1.9723 5.6420 2.2452
H 0.4314 6.7572 3.8656
H 0.4876 5.8820 2.2735
H -3.0738 4.0711 3.9779
H -4.6344 3.2856 5.8102
H -6.0508 2.2273 5.8304
H -5.9974 5.2046 5.5174
H -7.3907 4.1545 5.8259
H -5.9677 4.3371 3.3049
H -7.4088 5.2445 3.5613
H -8.0516 3.2836 2.3984
H -8.3025 2.8666 4.0982
H -6.1694 1.8477 2.2369
H -6.7449 1.1448 3.7470
O -2.5549 -0.8923 -0.0611
S -3.3032 -0.6807 -1.2994
O -4.1364 -1.8097 -1.6674
O -2.5134 -0.1217 -2.3857
C -4.5340 0.6267 -0.9342
C -5.8313 0.1658 -0.7231
C -6.8873 1.0344 -0.5043
C -6.6533 2.4010 -0.4915
C -5.3673 2.8772 -0.6976
C -4.3010 2.0106 -0.9464
S -2.6892 2.8182 -1.1482
O -2.9166 4.1820 -0.6793
O -2.3275 2.7268 -2.5483
O -1.8089 2.0500 -0.2707
H -5.9894 -0.9035 -0.7406
H -7.8878 0.6445 -0.3573
H -7.4728 3.0994 -0.3546
H -5.1533 3.9366 -0.7133
C -1.9964 -4.6651 -1.5695
C -0.8261 -3.7067 -1.3632
O -0.8992 -2.5750 -1.8384
N 0.2956 -4.0591 -0.6879
Te 0.5334 -5.8043 0.1004
C -0.0987 -5.6314 2.1390
C -0.8171 -4.5506 2.6682
C -1.2114 -3.3176 1.9044
C -1.1841 -4.6239 4.0124
C -0.8805 -5.7117 4.8143
C -1.2725 -5.7436 6.2675
C -0.1906 -6.7791 4.2504
C 0.2028 -6.7564 2.9221
C 0.9561 -7.9418 2.3634
C 2.6387 -5.4336 0.1149
C 3.3660 -4.8231 1.1421
C 2.8096 -4.5258 2.5100
C 4.6805 -4.4397 0.8794
C 5.2709 -4.6187 -0.3595
C 6.6460 -4.0841 -0.6562
C 4.5377 -5.2580 -1.3504
C 3.2305 -5.6681 -1.1389
C 2.4793 -6.2964 -2.2895
H -2.8957 -4.0761 -1.7357
H -2.1400 -5.3220 -0.7078
H -1.8019 -5.2791 -2.4525
H -0.3875 -2.9103 1.3236
H -1.5495 -2.5334 2.5777
H -2.0186 -3.5144 1.1935
H -1.7270 -3.7888 4.4412
H -1.9187 -4.9030 6.5166
H -0.3860 -5.6937 6.9028
H -1.7973 -6.6688 6.5100
H 0.0448 -7.6453 4.8610
H 1.2380 -8.6263 3.1619
H 1.8723 -7.6377 1.8487
H 0.3379 -8.5000 1.6554
H 1.8881 -3.9497 2.4431
H 3.5296 -3.9468 3.0872
H 2.5913 -5.4392 3.0652
H 5.2385 -3.9455 1.6677
H 7.1066 -3.6677 0.2386
H 6.5712 -3.2912 -1.4039
H 7.2945 -4.8632 -1.0592
H 4.9838 -5.4090 -2.3286
H 3.1640 -6.5902 -3.0825
H 1.7674 -5.5752 -2.7028
H 1.9265 -7.1830 -1.9776
C 4.8075 0.9954 -0.2395
N 4.3174 -0.0441 -1.1429
C 3.3999 -0.9538 -0.8128
N 3.0213 -1.0767 0.4486
S 2.8568 -2.0866 -2.0081
H 5.6514 1.4850 -0.7220
H 5.1433 0.5400 0.6916
H 4.0240 1.7175 -0.0041
H 4.4236 0.0978 -2.1323
H 3.1147 -0.2976 1.1425
H 2.2452 -1.6984 0.6280
```

Properties
Energy above the lowest of the compared OMol25 structures with the same formula, charge and spin: 0.00 kJ/mol
Kohn-Sham gap (spin up / spin down): 5.96 / 5.60 eV
Charge: 0
E_LUMO (spin up / spin down): -0.9 / -1.3 eV
DFT total energy: -11704.9641 Eh
Molar mass: 1669.24 g/mol
Multiplicity: 2

3.
The following is a DFT calculation (wB97M-V/def2-TZVPD) of a 14-piece molecular cluster, C56H84N14 overall.

```
154
C56H84N14 wB97M-V/def2-TZVPD
C -4.3944 -0.9513 -6.6551
C -4.7901 -0.3677 -5.2392
C -3.7277 -0.5705 -4.1762
C -2.4403 0.1667 -4.4333
N -1.4377 0.6619 -4.6062
H -5.1998 -0.9054 -7.3882
H -4.0428 -1.9820 -6.6087
H -3.5508 -0.3711 -7.0290
H -5.7373 -0.8130 -4.9350
H -4.9714 0.6859 -5.4515
H -3.5342 -1.6091 -3.9077
H -4.1059 -0.0649 -3.2877
C -1.9786 1.5320 3.7481
C -2.6232 1.8156 5.1284
C -4.1731 2.0349 5.0988
C -4.8928 0.8083 4.6864
N -5.4119 -0.1431 4.2330
H -2.6479 1.0076 3.0660
H -1.0410 1.0321 3.9913
H -1.7889 2.4772 3.2396
H -2.2422 2.7616 5.5133
H -2.4047 1.1020 5.9228
H -4.4295 2.8740 4.4520
H -4.5160 2.2520 6.1104
C 4.8469 2.3465 1.8582
C 5.0016 2.5960 0.3339
C 5.7616 3.9423 0.0050
C 5.0076 5.0917 0.4038
N 4.3556 6.0605 0.7390
H 4.2773 3.1829 2.2632
H 5.8425 2.1600 2.2610
H 4.0878 1.5896 2.0553
H 4.0329 2.5771 -0.1654
H 5.5447 1.7863 -0.1536
H 5.8226 3.9815 -1.0826
H 6.7504 3.9036 0.4619
C -2.6483 -4.9373 0.0026
C -1.7183 -6.0914 0.2893
C -0.7568 -5.6470 1.4443
C 0.1346 -4.4708 1.2435
N 0.8139 -3.5584 1.0507
H -3.1586 -4.5275 0.8742
H -3.4988 -5.1992 -0.6269
H -2.0750 -4.1572 -0.4983
H -1.0490 -6.3294 -0.5374
H -2.3715 -6.9322 0.5228
H -0.2252 -6.5711 1.6715
H -1.2552 -5.4097 2.3842
C -4.0204 4.2449 -2.0632
C -3.1474 3.1328 -1.5536
C -2.5419 3.3443 -0.2065
C -3.4953 3.2701 0.9403
N -4.2674 3.2795 1.7664
H -3.3541 5.1061 -2.0128
H -4.9463 4.4608 -1.5301
H -4.2112 4.1418 -3.1314
H -2.3298 2.7564 -2.1685
H -3.8086 2.2682 -1.4958
H -1.9511 4.2597 -0.1737
H -1.7883 2.5946 0.0345
C 3.3847 -1.2589 3.5149
C 3.3401 -2.7672 3.8877
C 4.5066 -3.6088 3.2741
C 5.7922 -3.1217 3.8242
N 6.7700 -2.7084 4.2190
H 3.7890 -1.0747 2.5195
H 3.8478 -0.5732 4.2245
H 2.3687 -0.8664 3.4738
H 2.4171 -3.1266 3.4328
H 3.2874 -2.8741 4.9712
H 4.5422 -3.5847 2.1849
H 4.4657 -4.6320 3.6474
C 1.5721 3.3125 5.7195
C 2.4529 3.4289 4.4909
C 2.1345 4.6448 3.5819
C 0.8500 4.7213 2.9854
N -0.2051 4.6962 2.4951
H 2.0053 2.6368 6.4570
H 0.6525 2.8520 5.3585
H 1.4210 4.2995 6.1566
H 2.3602 2.5170 3.9011
H 3.4960 3.4996 4.7993
H 2.8158 4.6458 2.7311
H 2.3456 5.5656 4.1258
N -1.5760 -3.0435 -5.2035
C -0.8620 -2.6665 -4.0974
C -1.2621 -3.5047 -3.0692
C -2.3872 -4.2164 -3.5015
C -2.5420 -3.9174 -4.8155
H -1.3287 -2.6078 -6.0805
H -0.0595 -1.9437 -4.0918
H -0.8515 -3.5567 -2.0716
H -2.9813 -4.8829 -2.8938
H -3.2700 -4.1273 -5.5852
N 3.5313 -2.3743 -0.3266
C 3.5750 -1.0098 -0.7076
C 4.6805 -0.8235 -1.4857
C 5.3960 -2.0357 -1.5296
C 4.5936 -2.9891 -0.9201
H 2.7349 -2.7675 0.1543
H 2.8338 -0.2750 -0.4301
H 4.9158 0.1173 -1.9610
H 6.2508 -2.2578 -2.1512
H 4.6625 -4.0653 -0.8600
N 0.6558 1.7583 -1.0874
C 0.8492 1.9949 0.2040
C 0.4376 0.8989 0.8945
C 0.2159 -0.1107 -0.0792
C 0.2039 0.4981 -1.3120
H 0.8718 2.3747 -1.8578
H 1.2372 2.9356 0.5660
H 0.4990 0.8204 1.9699
H -0.0755 -1.1271 0.1412
H -0.0114 0.1884 -2.3240
N -2.8271 -2.0989 3.5312
C -1.4990 -2.0066 3.2971
C -0.8471 -2.5900 4.4068
C -1.8301 -3.1370 5.2351
C -3.0291 -2.6895 4.7573
H -3.5812 -1.7207 2.9759
H -0.9058 -1.5409 2.5240
H 0.2145 -2.6094 4.6045
H -1.5239 -3.7511 6.0690
H -4.0130 -2.8661 5.1662
N 2.9920 -1.4559 -3.9880
C 2.2246 -0.5163 -4.5089
C 2.6614 -0.1850 -5.7866
C 3.7726 -1.0033 -5.9889
C 3.9519 -1.7870 -4.8730
H 2.8948 -1.7709 -3.0333
H 1.4861 -0.0811 -3.8520
H 2.2495 0.6021 -6.4007
H 4.3055 -1.0101 -6.9282
H 4.6075 -2.6027 -4.6060
N -4.6173 0.0627 1.0643
C -3.4228 -0.1342 0.4216
C -3.6003 -1.2079 -0.4630
C -4.9398 -1.6422 -0.3289
C -5.5600 -0.8049 0.5650
H -4.8536 0.7740 1.7412
H -2.5729 0.5146 0.5740
H -2.8668 -1.6912 -1.0914
H -5.3276 -2.5342 -0.7984
H -6.5361 -0.8430 1.0256
N 2.3285 3.1858 -3.7748
C 2.3339 4.1284 -2.8171
C 1.0331 4.4174 -2.4823
C 0.2351 3.7401 -3.3707
C 1.0400 2.8907 -4.1382
H 3.1451 2.8572 -4.2701
H 3.3188 4.4247 -2.4876
H 0.6093 5.1313 -1.7915
H -0.8413 3.8145 -3.4174
H 0.8613 2.1499 -4.9035
```

Properties
Energy above the lowest of the compared OMol25 structures with the same formula, charge and spin: 0.00 kJ/mol
Kohn-Sham gap: 8.42 eV
Charge: 0
E_LUMO: 0.5 eV
DFT total energy: -2950.6706 Eh
Molar mass: 953.39 g/mol